[1]
129
Properties=species:S:1:pos:R:3 method="wB97M-V/def2-TZVPD" lumo_energy_ev=-4.7 total_charge=+1
O 2.52931 0.24533 0.69728
S 1.48511 0.59178 1.63034
O 0.76502 1.79179 1.22913
O 0.38533 -0.61511 1.65666
C 2.16864 0.95738 3.29383
C 1.16832 0.57490 4.45003
C 1.40172 -0.84658 5.09083
C 1.79557 -1.93645 4.05350
C 3.17811 -2.08656 3.56194
C 3.32954 -3.12586 2.57694
C 2.20646 -3.94009 2.12341
N 1.00261 -3.74415 2.66732
N 0.89636 -2.79989 3.54770
H -0.51118 -0.27671 1.46351
H 2.26802 2.07341 3.31950
H 3.20327 0.56632 3.43181
H 1.24638 1.36205 5.23219
H 0.13728 0.66098 4.01696
H 2.09213 -0.82436 5.96455
H 0.40710 -1.17282 5.50581
H 3.99561 -1.43601 3.91984
H 4.32130 -3.30509 2.10862
H 2.37158 -4.70730 1.34462
H -0.05061 -2.68646 3.93273
C 0.52176 4.23463 -0.76070
C 0.70459 3.44243 -2.04311
O -0.05861 3.93475 -3.13093
C 0.21723 5.26332 -3.54302
C 1.64789 5.46759 -4.01270
H -0.53655 4.30319 -0.49883
H 1.05500 3.75712 0.05935
H 0.90078 5.25477 -0.85768
H 0.36963 2.41701 -1.87365
H 1.76335 3.38189 -2.31797
H -0.03913 5.97032 -2.74564
H -0.45759 5.47485 -4.37461
H 2.36257 5.33177 -3.19783
H 1.77959 6.47731 -4.40531
H 1.90279 4.74936 -4.79485
C -2.02028 -7.71889 7.04767
C -0.88513 -6.72191 6.89527
O 0.17503 -7.18618 6.07526
C -0.15578 -7.49049 4.73056
C -0.67614 -6.30190 3.94541
H -1.64173 -8.67979 7.40111
H -2.75875 -7.34915 7.76069
H -2.53185 -7.89793 6.09958
H -0.44994 -6.53098 7.87801
H -1.25731 -5.75827 6.52718
H -0.85846 -8.32964 4.69632
H 0.76627 -7.83247 4.25564
H -1.63365 -5.94858 4.33570
H -0.82356 -6.56796 2.89668
H 0.03099 -5.46848 4.00193
C 0.10556 9.27093 -3.82720
C 0.52417 10.59779 -3.21770
O 1.92509 10.80839 -3.22207
C 2.55435 10.83554 -4.49354
C 2.04357 11.94035 -5.40183
H 0.62991 8.44353 -3.34363
H -0.96937 9.12005 -3.71244
H 0.33767 9.22553 -4.89355
H 0.21474 10.61765 -2.17082
H 0.01227 11.43252 -3.70851
H 2.46982 9.85736 -4.98166
H 3.61722 10.99761 -4.30527
H 0.99677 11.78662 -5.67405
H 2.62553 11.97443 -6.32429
H 2.11381 12.91077 -4.90502
C 5.35942 -9.07907 -0.65236
C 5.26674 -7.90369 0.30391
O 4.16342 -7.04547 0.04691
C 2.87433 -7.62973 0.14374
C 2.56372 -8.17576 1.52229
H 5.36348 -8.73236 -1.68761
H 6.27237 -9.64718 -0.46925
H 4.51360 -9.76059 -0.53942
H 6.16288 -7.29010 0.19553
H 5.24824 -8.24550 1.34425
H 2.74634 -8.39926 -0.62445
H 2.15774 -6.83727 -0.08932
H 3.21021 -9.01744 1.77692
H 1.52968 -8.52293 1.56658
H 2.70920 -7.40679 2.28644
C 4.19569 17.93109 -3.43041
C 3.16018 17.13621 -4.20707
O 3.07227 15.77753 -3.81225
C 2.70483 15.53350 -2.46406
C 1.33446 16.07955 -2.10067
H 5.17116 17.44280 -3.48050
H 4.28659 18.93905 -3.83853
H 3.92899 18.02067 -2.37515
H 3.44026 17.13039 -5.26211
H 2.17599 17.61361 -4.14934
H 3.47304 15.91838 -1.78368
H 2.69401 14.44871 -2.33959
H 1.30958 17.17057 -2.14520
H 1.06364 15.78189 -1.08615
H 0.57594 15.70629 -2.79221
C -3.14312 -7.48658 -1.58039
C -3.72063 -6.94398 -0.28528
O -2.74942 -6.35020 0.56662
C -2.05159 -5.23322 0.04516
C -2.95513 -4.06266 -0.30476
H -2.32362 -8.17883 -1.37522
H -3.91220 -8.01188 -2.14864
H -2.74614 -6.68900 -2.21297
H -4.15800 -7.77078 0.27618
H -4.53434 -6.23840 -0.48344
H -1.44449 -5.53106 -0.81789
H -1.35208 -4.91659 0.82408
H -3.63151 -4.30647 -1.12584
H -2.35920 -3.19985 -0.61005
H -3.57003 -3.78141 0.55335
C -8.80877 -9.78798 0.75530
C -7.66431 -8.80188 0.59933
O -6.60888 -9.27937 -0.21884
C -6.93895 -9.58648 -1.56366
C -7.45928 -8.39492 -2.34954
H -8.43931 -10.75151 1.11219
H -9.54380 -9.40873 1.46700
H -9.32185 -9.96548 -0.19215
H -7.22748 -8.61191 1.58181
H -8.02658 -7.83687 0.22821
H -7.64893 -10.41995 -1.60122
H -6.01806 -9.94129 -2.03101
H -8.41665 -8.04167 -1.96075
H -7.60503 -8.66483 -3.39676
H -6.75569 -7.56063 -2.29503

=====

[2]
20
Properties=species:S:1:pos:R:3 method="wB97M-V/def2-TZVPD" lumo_energy_ev=0.6 relative_energy_kj_mol=196.87
C 0.77327 0.05239 2.23689
C -1.95547 0.86754 -0.38985
C 1.68283 -0.49406 -1.14762
C -0.12408 -1.31967 0.39283
C -0.49638 0.76303 -0.74113
C 0.32339 -0.30394 -0.55339
O -0.09880 -0.95191 1.70639
O -0.00664 1.83913 -1.46087
N -0.70031 -2.43045 0.09615
H -0.72060 2.48588 -1.60220
H -0.73940 -2.53771 -0.92061
H 1.82276 -0.19022 2.05536
H 0.60162 0.09707 3.31601
H 0.51613 1.04167 1.84974
H -2.32848 0.02586 0.19706
H -2.55264 0.93088 -1.30550
H -2.13218 1.77945 0.19050
H 1.83265 -1.53771 -1.44387
H 2.46593 -0.23052 -0.43030
H 1.83638 0.11329 -2.04556

=====

[3]
54
Properties=species:S:1:pos:R:3 method="wB97M-V/def2-TZVPD" lumo_energy_ev=0.6 smiles="Cc1noc(C)c1COc1ccc(CC(=O)NC2CCCCCC2)cc1" relative_energy_kj_mol=269.96
C 0.82713 3.18440 5.25882
C 2.01876 2.89866 4.42553
N 3.22934 2.87593 4.91276
O 4.07632 2.57770 3.89572
C 3.37680 2.41006 2.76453
C 2.04772 2.61280 3.02940
C 0.88744 2.51339 2.10082
H 0.16744 3.31617 2.31460
O 0.27916 1.24903 2.30353
C -0.78341 0.90544 1.52595
C -1.35820 1.71306 0.55067
C -2.41913 1.23871 -0.20069
C -2.93592 -0.03358 -0.00024
C -2.36905 -0.82630 0.99406
C -1.31014 -0.36703 1.74897
H -0.86496 -0.97955 2.51732
H -2.76375 -1.81529 1.18550
C -3.99252 -0.56954 -0.92120
H -4.76306 0.17480 -1.12112
H -4.45912 -1.46408 -0.50561
C -3.32265 -0.92253 -2.25529
O -3.67012 -0.45986 -3.31919
N -2.30555 -1.79540 -2.11039
H -2.03986 -2.06938 -1.17752
C -1.37202 -2.11299 -3.17430
C -0.70878 -3.45709 -2.87502
C 0.33620 -3.44219 -1.75795
C 1.62813 -2.73262 -2.16646
H 1.79034 -2.89151 -3.23398
C 1.65141 -1.23350 -1.85975
H 2.46151 -0.78607 -2.44062
C 0.34651 -0.48602 -2.15168
H -0.32308 -0.56243 -1.29384
C -0.39612 -0.94619 -3.40699
H 0.31108 -1.21879 -4.19034
H -0.99729 -0.11384 -3.77831
H 0.58629 0.57469 -2.25709
H 1.89233 -1.08783 -0.80348
H 2.47250 -3.19078 -1.64620
H -0.06522 -2.98459 -0.85207
H 0.56919 -4.48200 -1.51607
H -0.23378 -3.81946 -3.78885
H -1.49965 -4.16634 -2.61694
H -1.97445 -2.21716 -4.08573
H -2.84560 1.86634 -0.96897
H -0.98589 2.70710 0.35959
H 1.23240 2.60688 1.06200
C 4.10906 2.07265 1.51890
H 5.14537 1.85403 1.76038
H 3.65687 1.20689 1.03954
H 4.07740 2.90853 0.82083
H 0.11335 2.36730 5.17108
H 0.34280 4.09939 4.91960
H 1.12646 3.30002 6.29580

=====

[4]
9
Properties=species:S:1:pos:R:3 method="wB97M-V/def2-TZVPD" lumo_energy_ev="4.4 / 4.4" total_charge=-2 relative_energy_kj_mol=357.82
C -2.59506 1.04561 0.66167
C -1.61188 0.22760 -0.13375
N -0.75334 -3.16753 0.18899
O -3.16047 0.79059 1.70247
O -0.52990 -2.01167 -0.09241
O -2.61732 2.05108 -0.09732
Cl 13.82092 0.56385 -1.01005
H -0.59346 0.58181 -0.11262
H -1.95948 -0.08134 -1.10699

=====

[5]
66
Properties=species:S:1:pos:R:3 method="wB97M-V/def2-TZVPD" lumo_energy_ev=0.0 smiles=COCCNCCOC.COCCNCCOC.O.O.O.O.O.O relative_energy_kj_mol=343.05
C 1.96413 4.59258 -1.82007
O 3.01147 5.18230 -2.51818
C 2.92124 4.99748 -3.87381
C 4.20883 5.39711 -4.62708
N 5.32311 4.44331 -4.39219
C 6.59464 5.03408 -4.82009
C 7.88537 4.10713 -4.54027
O 7.91458 4.14647 -3.12296
C 9.22016 3.97914 -2.59500
H 1.01699 5.13169 -1.83952
H 2.21163 4.55499 -0.75921
H 1.73438 3.55450 -2.06028
H 2.03133 5.52143 -4.22258
H 2.67409 3.95861 -4.09234
H 4.36092 6.46626 -4.47913
H 3.91942 5.43721 -5.67718
H 5.46184 4.31207 -3.40041
H 6.80255 6.05211 -4.49069
H 6.47622 5.18653 -5.89286
H 8.83636 4.42592 -4.96699
H 7.62073 3.10782 -4.88589
H 9.21640 3.64078 -1.55885
H 9.75983 4.87204 -2.91057
H 9.74472 3.23196 -3.19051
C -6.85313 -5.84835 4.09311
O -7.31696 -5.65402 2.75051
C -6.26467 -5.16969 1.86158
C -6.81436 -3.77300 1.36069
N -6.67303 -2.87874 2.47523
C -7.28268 -1.58034 2.16159
C -6.84946 -0.53291 3.21627
O -5.40829 -0.36665 3.33444
C -4.92386 0.83107 3.99566
H -6.23495 -5.02783 4.45737
H -6.18533 -6.70924 4.12495
H -7.66791 -6.12934 4.76040
H -6.11218 -5.92365 1.08932
H -5.37669 -5.01138 2.47358
H -7.84277 -3.92317 1.03217
H -6.27056 -3.35228 0.51490
H -6.88009 -3.18319 3.41572
H -8.37146 -1.59186 2.21182
H -6.96931 -1.27154 1.16433
H -7.44511 -0.73987 4.10535
H -7.25279 0.31501 2.66269
H -5.41772 0.92808 4.96250
H -5.23516 1.74676 3.49299
H -3.85693 0.86007 4.21684
O 0.80975 -2.11513 -3.75454
H 0.06356 -1.67993 -4.16690
H 1.47580 -2.15144 -4.44106
O 5.50126 -1.42104 -1.45434
H 4.60244 -1.57311 -1.74627
H 5.53849 -0.48229 -1.27109
O 2.99512 -3.42974 4.70776
H 3.62726 -2.73161 4.87879
H 2.36807 -3.04153 4.09757
O -0.39101 -1.53898 1.49996
H -1.34149 -1.45119 1.42850
H -0.06653 -1.36101 0.61719
O -3.19921 -2.12907 6.21186
H -3.67303 -2.00291 5.38978
H -3.08060 -1.24480 6.55863
O 3.06467 -6.71407 -0.63684
H 3.89761 -6.24290 -0.61615
H 2.40232 -6.03668 -0.50021

=====

[6]
16
Properties=species:S:1:pos:R:3 method="wB97M-V/def2-TZVPD" lumo_energy_ev=-3.6 total_charge=+1 smiles="O=C(CO)[NH+]=P(O)(O)O" relative_energy_kj_mol=0.00
C 0.89329 0.52671 0.04048
C 2.28961 0.20129 -0.28131
N 0.05968 -0.44156 0.46218
O 0.26236 1.49594 -0.28609
O 2.67739 -0.93081 0.36592
O -2.30751 -1.34771 0.70931
O -1.75418 0.11240 -1.36003
O -2.14352 1.12890 0.95793
P -1.56944 -0.06425 0.20710
H 2.34460 -0.06329 -1.33357
H 3.01676 1.00528 -0.20291
H 0.35868 -1.35132 0.92436
H 3.53970 -1.08719 0.09203
H -3.26596 -1.47068 0.59464
H -2.74099 0.37282 -1.54584
H -1.66044 1.91346 0.65580

=====

[7]
27
Properties=species:S:1:pos:R:3 method="wB97M-V/def2-TZVPD" s2=2.029 lumo_energy_ev="0.8 / -2.2" relative_energy_kj_mol=0.00 spin_multiplicity=3
C -3.75335 1.46442 -0.46194
C -3.96259 0.63683 0.66037
C -2.71285 1.08548 -1.30677
C -3.16062 -0.37051 1.00014
C -2.11665 -0.10814 -1.20184
C -2.25383 -0.83876 -0.01701
C 3.85878 0.11266 -0.39311
C 1.48695 0.89982 0.05080
C 2.21930 -0.95633 1.28710
C 2.39114 -0.31416 -0.08350
P 1.89489 -1.33754 -1.46295
S -1.25407 -2.17757 0.38565
H -4.50591 2.19169 -0.62606
H -4.72812 0.94954 1.40577
H -2.58167 1.55494 -2.30957
H -3.27084 -0.82582 1.95676
H -1.19008 -0.46542 -1.80916
H 4.30659 0.53618 0.42849
H 4.38110 -0.81698 -0.85398
H 3.74362 0.78075 -1.37637
H 1.67928 1.24051 1.02922
H 0.52013 0.53813 -0.03558
H 1.85941 1.57455 -0.70270
H 1.17617 -1.05222 1.49659
H 2.58124 -1.96735 1.42094
H 2.62664 -0.39737 2.11107
H 0.76534 -1.93736 -0.59239

=====

[8]
17
Properties=species:S:1:pos:R:3 method="wB97M-V/def2-TZVPD" lumo_energy_ev=0.8 smiles="C=CCC(=C)C(N)=O" relative_energy_kj_mol=264.93
C -0.21650 0.64106 0.73961
C 1.72706 0.95639 -0.73826
C 0.13091 0.08251 -0.51856
N 2.76261 0.14356 -1.06866
C -1.89873 0.15193 0.85393
C -0.18453 -0.90076 -1.32674
C -2.30445 -0.76024 1.71670
O 1.82186 2.16387 -0.72903
H 2.68702 -0.85476 -0.99792
H 3.65230 0.54939 -1.32630
H -0.22207 1.73002 0.73578
H 0.28781 0.19077 1.59225
H -2.58497 0.70409 0.22116
H 0.43716 -1.14504 -2.17571
H -1.13617 -1.40429 -1.24724
H -3.35183 -0.94133 1.92850
H -1.60746 -1.30718 2.34048

=====

| no. | E (eV) |
| --- | --- |
| 1 | -71887.3147 |
| 2 | -11984.2278 |
| 3 | -31353.9361 |
| 4 | -22259.0003 |
| 5 | -36575.4242 |
| 6 | -23199.3431 |
| 7 | -30732.9516 |
| 8 | -9902.8583 |